[1]
Formula: C2H2NO2
Source: the Open Molecules 2025 dataset
Level of theory: ωB97M-V with the def2-TZVPD basis set

Properties
Net charge ... +1
LUMO (spin up / spin down) ... -7.6 / -7.6 eV
Kohn-Sham gap (spin up / spin down) ... 9.76 / 9.76 eV

```
7
Properties=species:S:1:pos:R:3:forces:R:3
C -1.148800 -0.507212 0.159561 5.8 2.3 -0.1
C 0.687763 0.734650 0.242093 -0.1 -0.6 -0.2
N -0.555105 0.444276 0.626511 -2.1 -0.8 -0.1
O 0.525218 -1.145081 -0.903291 -2.3 0.4 1.1
O 1.226964 -0.093174 -0.523220 0.8 -0.8 -0.9
H -1.996677 -1.011076 -0.037580 -2.8 -2.0 -0.6
H 1.260637 1.577616 0.435927 0.7 1.6 0.8
```
Positions in Å, forces in eV/Å.

[2]
Formula: C25H27AlClN3O8Si
Source: the Open Molecules 2025 dataset
Level of theory: ωB97M-V with the def2-TZVPD basis set

Properties
Net charge ... 0
LUMO ... -0.7 eV
Kohn-Sham gap ... 7.83 eV

```
66
Properties=species:S:1:pos:R:3:forces:R:3
Al 0.328926 1.250578 0.514213 0.3 0.2 -0.3
N 4.112553 -2.091901 3.104395 0.0 0.0 0.1
C 4.875604 -0.996826 2.865625 0.0 -0.1 -0.1
O 5.963670 -0.800540 3.362613 0.0 0.0 0.0
C 4.266370 -0.000155 1.918718 0.0 0.2 0.1
C 5.074362 0.676265 1.013738 0.0 0.0 0.0
C 4.503493 1.603631 0.157350 0.0 0.0 0.0
C 3.145169 1.839178 0.249023 0.0 0.0 0.1
N 2.375536 1.219655 1.146452 -0.4 0.0 0.0
C 2.920481 0.318616 1.962577 0.0 -0.1 0.0
H 4.487576 -2.801611 3.710996 0.0 0.0 0.0
H 3.324557 -2.326018 2.524451 0.0 0.0 -0.1
H 6.133778 0.457638 0.985483 0.0 0.0 0.0
H 5.099638 2.133649 -0.571358 0.0 0.0 0.0
H 2.629852 2.540540 -0.400000 0.1 0.0 0.0
H 2.246597 -0.165333 2.659397 0.0 0.0 0.0
O -3.381911 1.042377 1.152962 0.0 -0.1 0.0
C -2.406001 0.384899 1.411893 0.0 0.0 -0.1
O -1.174145 0.809573 1.209331 0.0 -0.2 0.6
C -2.518472 -0.999264 1.988459 0.0 0.0 0.0
C -3.753555 -1.636271 1.923346 0.1 0.1 0.0
C -3.911170 -2.904105 2.450250 0.0 -0.2 0.1
C -2.821118 -3.519980 3.045916 0.0 0.5 -0.2
C -1.579808 -2.907532 3.106081 0.0 -0.2 0.1
C -1.430934 -1.643491 2.567647 -0.1 0.1 -0.1
N -2.986336 -4.852055 3.633325 0.0 -0.4 0.1
O -2.044280 -5.320831 4.246326 -0.1 0.1 -0.1
O -4.051598 -5.415851 3.470865 0.1 0.1 0.0
H -4.576828 -1.117236 1.453051 0.0 0.0 0.0
H -4.859897 -3.417796 2.410422 0.0 0.0 0.0
H -0.754729 -3.428518 3.567837 0.0 0.0 0.0
H -0.469407 -1.152098 2.587698 0.0 0.0 0.0
C 0.324421 4.586315 -1.346512 0.0 -0.3 0.1
Si 0.094463 3.676954 0.308192 0.0 0.7 0.0
C 1.368268 4.427065 1.520474 -0.1 -0.2 -0.2
C -1.610944 4.136348 0.983114 0.1 -0.2 -0.1
H 0.208637 5.661813 -1.198343 0.0 0.0 0.1
H -0.418619 4.269453 -2.081024 0.0 0.0 0.0
H 1.314036 4.416796 -1.778503 0.0 0.0 0.0
H 1.178236 5.490614 1.679440 -0.1 0.0 0.0
H 2.396322 4.328780 1.164040 0.0 0.0 0.0
H 1.307721 3.930521 2.492669 0.0 0.0 0.0
H -1.788865 5.212785 0.936621 0.1 0.0 0.0
H -1.704397 3.823097 2.025435 0.0 0.0 0.0
H -2.405606 3.632506 0.429814 0.0 0.0 0.0
C -1.885451 -3.215090 -4.498317 0.0 0.1 0.1
C -1.838729 -1.734030 -4.252929 0.0 -0.1 0.0
C -2.694939 -0.862115 -4.905346 0.0 0.0 0.0
C -2.597425 0.508178 -4.709818 0.1 0.0 0.1
Cl -3.678722 1.575028 -5.546402 -0.1 0.1 -0.1
C -1.644008 1.029209 -3.859539 0.0 0.0 0.0
C -0.794219 0.164449 -3.182483 0.1 0.0 0.0
C -0.895173 -1.205310 -3.363133 0.0 0.1 -0.1
O -0.118025 -2.130063 -2.717639 -0.1 0.0 0.1
C 1.131385 -1.759287 -2.172614 0.3 0.1 0.1
C 1.121520 -1.409324 -0.673987 -0.1 0.0 0.2
O 1.446200 -2.230235 0.155948 0.1 -0.1 0.1
O 0.809096 -0.178339 -0.368358 -0.3 0.1 -0.8
H -2.578851 -3.451312 -5.303025 0.0 0.0 0.0
H -2.188441 -3.751579 -3.597910 0.0 0.0 0.0
H -0.893798 -3.579636 -4.768532 0.0 0.0 0.0
H -3.444843 -1.248751 -5.583233 0.0 0.0 0.0
H -1.560379 2.097138 -3.712149 0.0 0.0 0.0
H -0.059777 0.582171 -2.512892 0.1 0.0 0.1
H 1.575126 -0.929274 -2.732263 0.0 0.0 0.0
H 1.757821 -2.644079 -2.259862 0.0 0.0 -0.1
```
Positions in Å, forces in eV/Å.

[3]
Formula: C3H3FN2OS
Source: the Open Molecules 2025 dataset
Level of theory: ωB97M-V with the def2-TZVPD basis set

Properties
Net charge ... 0
LUMO ... 0.3 eV
Kohn-Sham gap ... 8.95 eV
SMILES string ... On1[nH]c(F)cc1=S

```
11
Properties=species:S:1:pos:R:3:forces:R:3
C 1.599996 -0.321637 -0.050767 0.3 0.5 0.1
C 0.606386 -1.205132 0.049798 -0.6 0.2 0.1
C -0.606944 -0.426245 0.141451 -0.1 0.0 -0.1
H -1.762058 1.454548 -0.482611 -0.1 0.0 0.0
H 1.704768 1.670197 0.486182 -0.7 -0.7 -0.6
H 0.671687 -2.259618 -0.002818 0.0 -0.6 0.0
N -0.188364 0.877908 0.295187 0.3 -0.2 0.1
N 1.158613 0.976348 -0.067007 0.6 0.9 0.5
O -0.973242 1.919837 -0.118044 0.0 0.0 -0.1
F 2.903958 -0.506164 -0.090157 -0.1 0.0 -0.1
S -2.209528 -0.808128 -0.042822 0.3 0.1 0.0
```
Positions in Å, forces in eV/Å.

[4]
Formula: C30H27N5O3Se2Zr
Source: the Open Molecules 2025 dataset
Level of theory: ωB97M-V with the def2-TZVPD basis set

Properties
Net charge ... +4
LUMO ... -12.7 eV
Kohn-Sham gap ... 6.16 eV

```
68
Properties=species:S:1:pos:R:3:forces:R:3
Zr -0.269366 1.125033 -0.092291 -0.2 -0.7 0.3
Se 0.421736 3.493376 1.514140 0.0 0.0 0.0
Se -0.012201 1.466442 2.747153 0.0 0.1 -0.1
C -1.905491 1.654360 2.407171 0.0 -0.1 -0.2
C -2.844980 1.906934 3.371854 0.0 0.0 0.1
C -4.178017 2.025725 2.964434 0.0 0.0 -0.1
C -4.490873 1.902134 1.620070 0.0 0.0 0.1
C -3.476159 1.655773 0.708478 -0.1 0.0 0.0
N -2.197334 1.519750 1.093724 0.2 -0.1 -0.1
C 2.081903 2.869311 0.763350 -0.1 -0.1 -0.1
C 3.299252 3.450204 1.011712 0.0 0.1 0.1
C 4.414383 2.930701 0.346291 0.0 0.0 0.0
C 4.256815 1.846487 -0.504623 0.0 0.0 0.0
C 2.994483 1.308746 -0.687328 0.0 0.0 0.0
N 1.910204 1.824296 -0.078803 -0.2 -0.1 -0.1
H -2.562828 2.020588 4.410496 0.0 0.0 0.0
H -4.952824 2.226312 3.694057 0.0 0.0 0.0
H -5.509850 2.001486 1.271462 0.0 0.0 0.0
H -3.686269 1.569730 -0.349342 0.0 0.0 0.0
H 3.387819 4.286881 1.692705 0.0 0.0 0.0
H 5.391610 3.371100 0.503156 0.0 0.0 0.0
H 5.101718 1.419897 -1.028386 0.0 0.0 0.0
H 2.838707 0.456097 -1.337517 0.0 0.0 0.0
C -0.480485 -2.790369 5.707077 0.0 0.0 0.0
O -0.340989 -2.683799 4.267398 0.1 -0.1 0.0
C 0.706961 -2.013547 3.768138 -0.1 0.0 0.0
C 1.533120 -1.152581 4.485442 0.0 0.0 0.1
C 2.618481 -0.559551 3.856801 0.0 0.0 -0.1
C 2.892912 -0.809209 2.513332 0.0 0.0 0.0
C 2.077623 -1.665152 1.789995 0.0 -0.1 0.0
C 0.976859 -2.246036 2.405387 0.1 0.1 0.0
N 0.175826 -3.266114 1.820616 0.0 0.0 0.0
C -0.020073 -3.675932 0.611122 -0.1 -0.1 0.1
C 0.386121 -3.117721 -0.662806 0.0 0.0 0.0
C 0.720177 -4.054931 -1.654739 0.0 0.0 -0.1
C 1.160065 -3.656069 -2.904437 0.0 0.0 0.0
C 1.239372 -2.302025 -3.200036 0.0 0.0 0.0
C 0.860048 -1.360086 -2.250529 0.0 0.0 0.1
C 0.420748 -1.758917 -0.998969 0.0 0.0 0.1
O -0.031438 -0.798613 -0.114109 0.0 1.1 -0.4
H 0.447579 -3.143782 6.153259 0.0 0.0 0.0
H -1.269497 -3.515036 5.872746 0.0 0.0 0.0
H -0.767142 -1.827079 6.125914 0.0 0.0 0.0
H 1.362172 -0.988476 5.540077 0.0 0.0 0.0
H 3.281263 0.070055 4.436492 0.0 0.0 0.0
H 3.785075 -0.403294 2.054888 0.0 0.0 0.0
H 2.340368 -1.941617 0.777487 0.0 0.0 0.0
H -0.276920 -3.820640 2.551097 0.0 0.0 0.0
H -0.550263 -4.623014 0.555926 0.0 0.0 0.0
H 0.652102 -5.111729 -1.425108 0.0 0.0 0.0
H 1.429358 -4.394906 -3.646280 0.0 0.0 0.0
H 1.575664 -1.980137 -4.177334 0.0 0.0 0.0
H 0.896479 -0.297823 -2.488186 -0.1 -0.1 -0.1
N -2.553072 1.819199 -7.062516 0.0 0.0 -0.1
C -1.856469 1.082817 -6.202926 0.0 0.0 0.1
O -1.106087 0.159012 -6.437448 0.0 0.0 0.0
C -1.892487 1.383949 -4.715158 0.0 0.0 0.0
C -2.436717 0.416246 -3.859944 0.0 0.0 0.0
C -2.167533 0.479745 -2.519095 0.1 0.1 0.0
N -1.382401 1.459397 -1.991173 0.4 -0.1 0.5
C -0.912651 2.434393 -2.810736 0.0 0.0 0.0
C -1.158816 2.436930 -4.161885 0.0 0.0 -0.1
H -2.503436 1.590486 -8.047082 0.0 0.0 0.0
H -3.213076 2.523590 -6.776589 0.0 0.0 0.0
H -3.020497 -0.403328 -4.258289 0.0 0.0 0.0
H -2.537641 -0.272524 -1.831529 0.0 0.0 0.0
H -0.321133 3.223941 -2.353245 0.0 0.0 0.0
H -0.751988 3.222913 -4.785012 0.0 0.0 0.0
```
Positions in Å, forces in eV/Å.

[5]
Formula: C5H12NO
Source: the Open Molecules 2025 dataset
Level of theory: ωB97M-V with the def2-TZVPD basis set

Properties
Net charge ... -1
LUMO ... 3.7 eV
Kohn-Sham gap ... 6.11 eV
SMILES string ... CCCCNC[O-]

```
19
Properties=species:S:1:pos:R:3:forces:R:3
C 0.640941 -0.701113 0.418462 -3.3 1.0 -2.1
N -0.012483 -1.010409 -0.980759 3.9 0.8 1.2
C 0.803945 -2.120139 -1.762808 -0.9 0.5 -0.6
O 0.614451 -3.348565 -1.384346 -0.3 -0.5 0.5
C 0.760565 0.841807 0.557978 2.3 -2.1 -1.7
C -0.514354 1.475572 0.109564 0.6 1.5 1.7
C -1.463610 1.710281 1.363414 -0.9 -3.9 -1.5
H -0.110183 -0.838174 1.202257 0.3 -1.4 0.2
H 1.519558 -1.296149 0.424406 0.9 -0.3 0.8
H -0.850622 -1.459425 -0.786963 -1.9 -1.2 0.3
H 0.402833 -1.884411 -2.820237 0.6 -0.1 0.5
H 1.897388 -1.848890 -1.719124 -0.3 0.8 0.0
H 1.588371 1.042473 -0.176196 -0.5 0.6 0.9
H 1.036288 1.060601 1.597626 0.1 0.4 -0.3
H -0.178492 2.423416 -0.283951 -0.4 1.0 0.1
H -0.871668 0.985260 -0.814341 -0.5 -0.3 1.1
H -1.687708 0.699495 1.955323 0.2 1.5 -1.8
H -2.361483 2.028623 0.856892 -0.8 0.4 0.8
H -1.213733 2.239742 2.242810 1.0 1.7 0.2
```
Positions in Å, forces in eV/Å.

How do the records compare in energy above the lowest of the compared OMol25 structures with the same formula, charge and spin? In the order shown, they have 576.8; 154.6; 241.8; 16.6; 178.2 kJ/mol.